# 1
C4H13NO | the ωB97M-V functional and the def2-TZVPD basis

XYZ file:
```
19
Properties=species:S:1:pos:R:3:forces:R:3
O -2.59842 1.86075 -2.88235 -2.080 -2.390 1.853
N 0.33768 -0.23587 0.30125 0.814 0.298 2.389
C 0.47757 -1.21347 2.60645 1.555 1.364 2.943
C 0.60138 1.13284 -0.15212 1.536 -3.241 -2.765
C 0.35786 -1.19047 -0.84283 0.562 -0.544 1.234
C 1.29036 -0.54378 1.46924 -1.219 -1.627 -0.807
H 0.40852 -2.33002 -0.75400 -0.303 1.588 1.175
H 0.71826 1.83080 0.58240 -0.961 1.746 2.364
H 1.90097 0.30527 1.95200 -0.994 -1.041 -1.422
H 1.18491 -1.00887 -1.49497 0.716 0.556 -0.792
H 1.69417 1.13603 -0.50267 -1.214 0.180 -0.785
H -0.15958 1.30638 -0.91898 0.581 0.871 -0.015
H -0.10356 -0.44829 3.21221 0.608 -0.613 -0.916
H -2.25439 0.99411 -2.44519 -0.934 2.296 -1.161
H 1.15554 -1.69056 3.41219 -0.565 0.823 -1.266
H -0.56328 -0.97478 -1.30426 -1.020 0.044 -1.194
H -0.21155 -1.98777 2.42096 -0.765 -0.838 -1.191
H 1.90311 -1.31175 0.95572 0.664 0.448 1.037
H -3.61263 1.83374 -2.64974 3.018 0.081 -0.682
```
Positions in Å, forces in eV/Å.

Output
energy relative to the best compared isomer or geometry (same formula, charge and spin): 238.92 kJ/mol
frontier orbital gap: 9.07 eV
E_HOMO: -8.32 eV
multiplicity: 1

Results of the natural (NBO) charge analysis, in e, for atoms 1 through 2: -0.941 -0.448

# 2
C24H19GeKO3S4 | the ωB97M-V functional and the def2-TZVPD basis

XYZ file:
```
52
Properties=species:S:1:pos:R:3:forces:R:3
Ge -0.20566 -0.26724 0.92001 0.154 0.038 0.082
K 2.02111 0.37891 -5.19522 0.055 0.001 -0.003
S -0.13701 3.13359 -8.07220 0.005 -0.031 0.027
S 2.14998 4.52845 -6.99835 -0.013 -0.029 0.030
S 3.92885 2.19480 -6.70826 0.003 -0.003 -0.006
S 1.03416 0.42216 -8.07185 -0.023 -0.011 -0.014
O 1.98643 -0.69763 -2.76498 -0.142 0.106 -0.093
O 0.65084 -1.25877 -1.05870 -0.336 -0.030 -0.169
O -0.09875 5.74767 -7.67363 -0.018 -0.007 0.056
C 1.39713 -2.71449 1.30430 -0.002 -0.078 0.018
C 3.25549 -1.55305 3.00144 0.012 -0.030 -0.017
C 1.26678 -1.36419 1.62285 0.020 0.041 0.159
C 3.35894 -2.90033 2.68769 0.009 0.020 0.014
C -4.18895 -1.70999 1.33363 0.009 -0.015 -0.022
C 2.42456 -3.47979 1.83837 -0.011 0.025 0.002
C 2.35346 2.77269 -7.20304 0.007 0.043 0.002
C -1.89841 -1.26562 0.63440 0.008 -0.007 -0.055
C 1.27709 2.11715 -7.71124 0.005 -0.024 0.029
C -2.98611 -1.02943 1.48044 0.010 0.023 0.013
C -2.06859 -2.22102 -0.37333 0.078 0.074 0.015
C -1.00027 0.67210 5.06830 0.001 0.012 -0.012
C -1.64813 2.60825 3.81551 0.006 -0.002 -0.004
C -1.23948 1.97620 2.64539 -0.005 0.011 0.004
C 0.50620 4.69232 -7.58873 0.035 0.045 -0.124
C 1.42439 0.97149 -1.14389 -0.071 0.031 -0.027
C -4.33372 -2.65647 0.33128 0.015 0.006 0.000
C -0.59819 0.05451 3.89120 -0.020 -0.014 -0.019
C -3.26728 -2.90760 -0.52014 0.011 -0.011 -0.025
C -1.52887 1.95647 5.03406 0.001 -0.007 0.010
C 0.25973 1.28083 -0.21319 -0.016 -0.081 0.011
C -0.70570 0.68664 2.64877 -0.018 -0.035 0.002
C 2.21121 -0.79950 2.47805 -0.004 -0.006 -0.021
C 1.34125 -0.44153 -1.73470 0.123 -0.091 0.210
H -0.90169 0.14989 6.01359 -0.002 0.007 0.004
H -1.25268 -2.41179 -1.05509 0.075 0.006 -0.044
H 4.16721 -3.49552 3.09650 0.004 0.002 -0.002
H 3.98416 -1.08838 3.65563 0.005 0.002 -0.001
H -0.18920 -0.94995 3.94072 -0.012 0.011 0.004
H -3.36796 -3.63779 -1.31465 0.001 -0.002 0.002
H -0.63571 1.53423 -0.78779 0.011 0.027 -0.016
H 2.36992 1.01627 -0.59342 0.003 -0.027 -0.008
H -1.84471 2.44429 5.94897 0.002 -0.001 0.000
H -2.90392 -0.29800 2.27404 0.007 -0.004 -0.001
H 2.50681 -4.52902 1.57986 -0.006 -0.001 -0.006
H 2.12765 0.24769 2.75119 0.005 -0.004 0.006
H -5.26994 -3.18928 0.21048 0.005 -0.001 -0.002
H 1.50901 1.69610 -1.95599 0.011 -0.007 -0.006
H -2.06052 3.61008 3.77466 0.000 0.002 -0.005
H 0.69772 -3.16658 0.61194 0.017 0.013 0.018
H 0.48536 2.12990 0.43449 -0.014 0.007 -0.018
H -1.35118 2.50661 1.70536 -0.004 0.006 -0.002
H -5.01275 -1.49630 2.00522 0.005 0.004 0.001
```
Positions in Å, forces in eV/Å.

Output
energy relative to the best compared isomer or geometry (same formula, charge and spin): 4.24 kJ/mol
frontier orbital gap: 4.59 eV
charge: -2
E_HOMO: -0.71 eV
multiplicity: 1

Results of the natural (NBO) charge analysis, in e, for atoms 1 through 2: 1.665 0.931

# 3
C2H6O2PS | the ωB97M-V functional and the def2-TZVPD basis

XYZ file:
```
12
Properties=species:S:1:pos:R:3:forces:R:3
S -0.88130 -2.15354 0.59374 0.559 0.003 0.706
P -0.21081 -0.22250 -0.41220 1.198 -0.020 1.263
O 1.52730 1.15846 -3.23464 4.042 3.266 -2.654
O -1.43278 0.11391 -1.17801 -1.680 0.603 -1.594
C -0.35361 0.77544 1.17946 0.775 0.711 3.061
C 0.23150 -2.32560 1.81940 -0.647 -0.185 -0.210
H 0.61074 0.66539 1.80327 -0.941 0.176 -1.228
H -0.17467 -3.18280 2.39602 0.227 -0.092 -0.038
H -0.46254 1.90698 0.99606 -0.011 -1.665 -0.027
H 0.87745 0.69651 -2.84436 -3.871 -2.401 2.507
H -1.07936 0.45645 2.03892 0.534 0.481 -1.946
H 1.34809 2.11129 -3.15767 -0.184 -0.876 0.159
```
Positions in Å, forces in eV/Å.

Output
energy relative to the best compared isomer or geometry (same formula, charge and spin): 454.97 kJ/mol
frontier orbital gap: 6.97 eV
charge: -1
E_HOMO: -3.27 eV
multiplicity: 1

Results of the natural (NBO) charge analysis, in e, for atoms 1 through 2: -0.005 1.069

# 4
C3H8NS | the ωB97M-V functional and the def2-TZVPD basis

XYZ file:
```
13
Properties=species:S:1:pos:R:3:forces:R:3
S -1.68406 -1.96374 1.24561 0.658 -0.386 -0.065
N -0.06416 0.05917 -0.65976 0.152 0.758 -1.290
C 1.32026 1.25783 0.84739 0.083 0.247 0.208
C 1.06952 0.85627 -0.39891 0.533 0.575 0.513
C -0.47137 -0.11048 -1.85999 -0.231 -0.522 -0.775
H -1.26700 -0.82670 -1.95930 -0.490 -0.001 -0.212
H 2.21120 1.88130 1.10092 -0.994 -0.665 -0.290
H 1.61237 1.07066 -1.33002 0.082 0.093 0.814
H -0.06553 0.34286 -2.82400 -0.114 -0.430 1.835
H 0.59360 0.99938 1.65733 0.905 0.220 -0.678
H -0.59482 -0.38400 0.12453 0.145 -0.245 -0.287
H -2.12056 -1.05690 2.09528 -0.358 0.432 0.458
H -0.53945 -2.12566 1.96093 -0.370 -0.078 -0.232
```
Positions in Å, forces in eV/Å.

Output
energy relative to the best compared isomer or geometry (same formula, charge and spin): 85.12 kJ/mol
frontier orbital gap: 9.16 eV
charge: +1
E_HOMO: -14.37 eV
multiplicity: 1

Results of the natural (NBO) charge analysis, in e, for atoms 1 through 2: -0.248 -0.439